No. 1
{"formula": "C16H13MnN12O", "method": "ωB97M-V with the def2-TZVPD basis set", "elements": ["Mn", "C", "C", "N", "N", "C", "O", "C", "C", "C", "C", "C", "C", "C", "C", "C", "C", "C", "N", "H", "H", "H", "H", "H", "H", "H", "H", "H", "H", "H", "H", "N", "C", "N", "N", "N", "N", "C", "N", "N", "N", "N", "H"], "xyz": [[-0.39780, -0.85974, -0.18732], [-1.59875, 3.19409, -0.46582], [-1.52142, 1.70490, -0.50125], [-0.36234, 1.04457, -0.47188], [0.87198, 1.66221, -0.50325], [1.76949, 0.73634, -0.47191], [1.48412, -0.55075, -0.38544], [3.20491, 1.10005, -0.57986], [3.60106, 2.43204, -0.67967], [4.94257, 2.75283, -0.80555], [5.90264, 1.74709, -0.83384], [5.51131, 0.42088, -0.72781], [4.16648, 0.09713, -0.59894], [-2.64315, 0.86037, -0.58032], [-3.98825, 1.29116, -0.66635], [-4.99019, 0.36844, -0.75568], [-4.68442, -1.01238, -0.76070], [-3.36619, -1.38162, -0.66700], [-2.36758, -0.49619, -0.58022], [-0.59560, 3.61076, -0.45870], [-2.12093, 3.52760, 0.43429], [-2.13853, 3.58407, -1.33191], [2.84359, 3.20356, -0.65432], [5.24196, 3.79090, -0.88388], [6.95118, 1.99922, -0.93487], [6.25373, -0.36733, -0.74604], [3.84394, -0.93111, -0.50993], [-4.20438, 2.35100, -0.65533], [-6.02046, 0.69618, -0.82074], [-5.45309, -1.76766, -0.82574], [-3.06910, -2.42356, -0.65972], [-0.51080, -3.34534, 2.17737], [-0.61179, -2.05341, 2.67316], [-0.72241, -1.79279, 3.95903], [-0.80558, -0.44023, 4.00376], [-0.75730, 0.05909, 2.81933], [-0.62465, -0.95617, 1.92863], [-0.49865, -3.68333, 0.85225], [-0.53968, -4.92311, 0.40177], [-0.49932, -4.78994, -0.94783], [-0.49787, -3.55855, -1.29137], [-0.45498, -2.80623, -0.15090], [-0.54373, -4.09502, 2.84450]], "forces_ev_per_angstrom": [[0.0, 0.4, 0.1], [0.0, 0.0, 0.0], [0.1, 0.0, 0.0], [0.1, 0.1, 0.0], [-0.4, 0.0, 0.0], [0.5, -0.2, -0.1], [-0.1, 0.2, 0.0], [-0.2, 0.0, 0.0], [0.1, 0.1, 0.0], [0.0, 0.0, 0.0], [0.0, 0.0, 0.0], [-0.1, 0.0, 0.0], [0.1, 0.0, 0.0], [-0.2, 0.0, 0.0], [0.0, 0.0, 0.0], [0.0, 0.0, 0.0], [0.0, 0.1, 0.0], [0.0, 0.0, 0.0], [0.1, -0.1, 0.1], [0.0, 0.0, 0.0], [0.0, 0.0, 0.0], [0.0, 0.0, 0.0], [0.0, 0.0, 0.0], [0.0, 0.0, 0.0], [0.0, 0.0, 0.0], [0.0, 0.0, 0.0], [0.0, 0.0, 0.0], [0.0, 0.0, 0.0], [0.0, 0.0, 0.0], [0.0, 0.0, 0.0], [0.0, 0.0, 0.0], [0.1, 0.1, 0.0], [0.0, -0.5, 0.0], [0.0, 0.2, 0.1], [-0.1, -0.1, -0.1], [0.1, 0.0, 0.1], [0.0, 0.1, -0.1], [0.0, 0.0, 0.3], [0.3, 0.0, -0.2], [-0.5, 0.0, 0.1], [0.5, 0.0, 0.1], [-0.3, -0.2, -0.4], [0.0, 0.0, 0.0]], "mulliken_spin": [3.959, -0.016, 0.204, 0.152, -0.057, 0.040, 0.059, -0.007, 0.020, -0.011, 0.021, -0.010, 0.022, 0.180, 0.024, 0.046, 0.164, -0.035, 0.120, 0.003, 0.012, 0.008, 0.001, -0.001, 0.002, 0.000, 0.008, 0.019, 0.005, 0.012, 0.005, 0.012, 0.004, 0.004, 0.011, 0.006, 0.014, 0.022, -0.002, 0.018, -0.002, -0.035, 0.000], "s2": 8.807, "spin_multiplicity": 6, "homo_energy_ev": [-3.36, -5.38], "gap_ev": [5.8, 7.2], "total_charge": -1}

---

No. 2
{"formula": "C32H27N10P2V", "method": "ωB97M-V with the def2-TZVPD basis set", "elements": ["V", "C", "P", "C", "C", "C", "C", "C", "C", "C", "C", "C", "C", "C", "C", "C", "C", "C", "C", "C", "P", "C", "C", "C", "C", "C", "C", "C", "C", "C", "C", "C", "C", "N", "H", "H", "H", "H", "H", "H", "H", "H", "H", "H", "H", "H", "H", "H", "H", "H", "H", "H", "H", "H", "H", "H", "H", "H", "H", "H", "N", "C", "N", "N", "N", "N", "C", "N", "N", "N", "N", "H"], "xyz": [[0.31940, -0.23473, -0.08768], [2.26850, -1.01733, -2.62668], [0.59740, -0.28323, -2.33718], [0.59300, 1.40107, -2.99718], [1.73980, 2.18427, -3.13168], [1.62450, 3.54597, -3.35348], [0.37670, 4.14287, -3.43158], [-0.76840, 3.37397, -3.28538], [-0.66060, 2.01967, -3.05278], [-0.54870, -1.27963, -3.33978], [-0.72740, -2.58303, -2.86528], [-1.72110, -3.38713, -3.38588], [-2.58090, -2.88983, -4.35658], [-2.40420, -1.60343, -4.83768], [-1.38620, -0.80523, -4.34638], [2.91160, -1.09023, -1.27018], [4.21470, -1.36263, -0.90678], [4.23250, -1.42723, 0.50262], [2.93890, -1.19193, 0.92002], [2.32270, -1.25973, 2.28722], [0.75930, -0.29463, 2.12662], [1.17590, 1.32007, 2.84202], [1.05250, 1.60057, 4.19852], [1.29570, 2.88147, 4.66012], [1.67200, 3.87877, 3.77442], [1.82010, 3.59637, 2.42482], [1.56700, 2.32077, 1.95652], [-0.46100, -0.96963, 3.28672], [-1.73370, -0.40863, 3.15592], [-2.82090, -0.97923, 3.78382], [-2.65140, -2.12303, 4.55002], [-1.39130, -2.67573, 4.69862], [-0.29770, -2.10743, 4.06812], [2.13370, -0.97953, -0.15728], [2.85870, -0.44363, -3.34918], [2.12880, -2.02533, -3.04018], [2.72400, 1.74177, -3.03638], [2.51730, 4.15297, -3.44108], [0.29260, 5.21017, -3.57798], [-1.74370, 3.83417, -3.31548], [-1.54850, 1.42567, -2.87328], [-0.08000, -2.95053, -2.07388], [-1.83860, -4.39723, -3.01898], [-3.38150, -3.50463, -4.74078], [-3.07190, -1.20343, -5.58928], [-1.23900, 0.18627, -4.74738], [5.05280, -1.51613, -1.56528], [5.08590, -1.62673, 1.12862], [2.98140, -0.87353, 3.07392], [2.05510, -2.30013, 2.51262], [0.74630, 0.81827, 4.88122], [1.17870, 3.10907, 5.71152], [1.83810, 4.88457, 4.13512], [2.10940, 4.37737, 1.73632], [1.63640, 2.09647, 0.89452], [-1.85430, 0.46937, 2.53012], [-3.80460, -0.55093, 3.65542], [-3.50770, -2.59003, 5.01442], [-1.26320, -3.57103, 5.29152], [0.67880, -2.55933, 4.17752], [-3.05780, -0.38743, -0.46618], [-2.38480, -1.49263, -0.00388], [-2.92070, -2.64873, 0.36672], [-1.88130, -3.39823, 0.73382], [-0.78290, -2.74663, 0.60002], [-1.04770, -1.53463, 0.13042], [-2.47810, 0.84947, -0.28898], [-3.10280, 2.02197, -0.30208], [-2.13620, 2.91637, -0.09968], [-0.99640, 2.33107, 0.02732], [-1.16030, 1.01347, -0.08368], [-4.06490, -0.43033, -0.45408]], "forces_ev_per_angstrom": [[1.9, 0.0, 0.0], [0.0, 0.0, 0.1], [0.2, -0.2, -1.3], [-0.1, 0.1, -0.1], [-0.1, -0.3, -0.1], [0.1, 0.2, 0.0], [0.0, 0.0, 0.0], [0.0, 0.1, 0.0], [0.2, -0.1, -0.1], [-0.2, 0.0, 0.0], [0.2, 0.2, -0.1], [-0.1, -0.2, -0.1], [0.1, 0.0, 0.0], [-0.1, 0.0, -0.1], [0.3, -0.1, 0.1], [0.9, -0.2, -0.7], [-0.3, 0.1, -0.4], [-0.3, 0.1, 0.5], [0.9, -0.3, 0.7], [-0.1, -0.1, 0.0], [0.6, 0.0, 1.5], [0.0, 0.0, 0.2], [0.0, 0.1, -0.1], [0.0, 0.1, 0.2], [0.0, 0.1, -0.1], [0.1, 0.1, 0.0], [0.0, -0.2, 0.1], [-0.1, -0.1, -0.2], [0.2, 0.0, 0.0], [-0.1, 0.0, 0.1], [0.0, 0.0, 0.0], [-0.1, -0.1, 0.1], [0.1, 0.2, -0.1], [0.4, 0.1, -0.1], [-0.1, -0.1, 0.1], [-0.1, 0.2, 0.0], [0.0, 0.0, 0.0], [0.0, 0.0, 0.0], [0.0, 0.1, 0.0], [-0.1, 0.1, 0.0], [-0.1, 0.1, 0.0], [-0.1, 0.0, 0.0], [0.0, 0.0, 0.1], [-0.1, -0.1, 0.0], [0.0, 0.0, -0.1], [0.0, 0.1, 0.0], [0.0, 0.0, -0.1], [0.0, 0.0, 0.1], [-0.1, -0.1, -0.1], [0.0, 0.1, 0.0], [0.0, 0.0, 0.0], [0.0, 0.0, 0.1], [0.0, 0.1, 0.0], [0.0, 0.1, -0.1], [0.0, 0.1, 0.1], [-0.1, 0.0, 0.0], [-0.1, 0.0, 0.0], [-0.1, 0.0, 0.1], [0.0, 0.0, 0.0], [0.0, 0.0, 0.0], [-0.2, 0.2, -0.1], [0.7, -0.8, 0.1], [-0.5, 0.6, -0.2], [-0.1, -0.6, 0.0], [0.6, -0.7, 0.6], [-2.6, -1.0, -0.3], [0.2, 0.5, 0.0], [-0.4, -0.8, -0.1], [0.2, 0.4, 0.0], [0.4, 0.9, 0.2], [-2.3, 1.0, -0.3], [0.1, 0.0, 0.1]], "mulliken_spin": [0.959, 0.029, -0.071, 0.014, -0.009, 0.002, -0.003, 0.004, 0.008, 0.019, 0.010, -0.001, 0.004, -0.003, 0.008, 0.017, -0.007, -0.007, -0.009, 0.024, -0.013, -0.007, -0.001, -0.001, 0.001, 0.001, 0.010, 0.008, 0.010, 0.001, 0.000, 0.000, 0.002, 0.002, -0.001, 0.002, -0.001, 0.000, 0.000, 0.000, -0.001, 0.001, 0.000, 0.000, 0.000, 0.000, 0.002, 0.001, -0.001, 0.001, 0.000, 0.000, 0.000, 0.000, 0.002, -0.010, 0.000, 0.000, 0.000, 0.000, 0.019, 0.015, -0.005, 0.013, -0.003, -0.032, 0.025, -0.008, 0.030, 0.006, -0.055, -0.002], "s2": 0.761, "spin_multiplicity": 2, "homo_energy_ev": [-3.93, -3.43], "gap_ev": [6.7, 6.2], "total_charge": -1}

---

No. 3
{"formula": "C4H13NOS2", "method": "ωB97M-V with the def2-TZVPD basis set", "elements": ["S", "S", "C", "C", "C", "N", "C", "H", "H", "H", "H", "H", "H", "H", "H", "H", "H", "H", "H", "H", "O"], "xyz": [[0.13990, 1.03505, 4.13637], [-0.68168, 1.16076, 2.19244], [0.29574, 0.42258, 0.86360], [-0.63096, -0.49563, 0.02158], [-1.97477, 0.00199, -0.26573], [0.19686, -0.84882, -1.29539], [-0.53203, -1.77353, -2.14539], [0.93036, 2.06225, 4.13021], [1.27891, 0.01643, 1.03396], [0.50887, 1.31756, 0.24925], [-0.70928, -1.50946, 0.53790], [-2.06799, 0.19506, -1.32641], [-2.40069, 0.87624, 0.17315], [-2.74532, -0.79978, -0.14352], [0.51071, -0.03239, -1.83183], [0.12560, -2.10785, -3.12183], [-1.47462, -1.45948, -2.59501], [-0.72857, -2.81273, -1.79877], [3.52804, 1.99061, 1.00109], [3.46414, 1.21916, -0.30082], [2.96679, 1.54197, 0.48514]], "forces_ev_per_angstrom": [[-0.9, -1.5, -1.0], [0.0, 0.2, 1.5], [-0.7, 0.7, -1.5], [3.5, -2.0, -0.3], [-2.8, -0.9, -1.5], [-1.2, -0.3, 1.7], [1.7, -1.9, -3.2], [0.8, 1.1, -0.2], [-0.1, -0.4, 0.7], [0.0, -0.4, 0.1], [0.3, 1.3, -0.6], [0.1, 0.3, -0.5], [0.3, 0.6, 0.9], [0.6, 0.6, 0.2], [-0.6, -0.2, 0.5], [-1.2, 1.3, 2.2], [-0.2, 0.5, 0.2], [0.3, 0.9, 0.9], [3.5, 2.6, 2.9], [-0.5, 0.4, 1.0], [-2.7, -3.0, -4.0]], "nbo_charge": [-0.114, 0.074, -0.555, -0.050, -0.669, -0.650, -0.432, 0.106, 0.271, 0.219, 0.200, 0.218, 0.234, 0.222, 0.359, 0.193, 0.168, 0.202, 0.464, 0.477, -0.936], "de_lowest_kcal_mol": 51.5, "homo_energy_ev": -8.74, "gap_ev": 9.3}

---

Calculated values (eV Å⁻¹) of F_max for the records, taken in order: 0.52, 2.78, 5.65.
Calculated values (eV) of energy for the records, taken in order: -68053.7653, -92789.6769, -29565.1479.